[1]
Below is a structure of composition C40H44GdNO2P in a non-equilibrium geometry, with properties calculated with ωB97M-V/def2-TZVPD.

Gap between HOMO and LUMO (alpha / beta) in eV: 7.69 / 5.38
Expectation value of S²: 16.08
HOMO energy (alpha / beta) in eV: -10.6 / -10.6

The geometry in ORCA input format:
```
! wB97M-V def2-TZVPD RIJCOSX def2/J DEFGRID3
* xyz 1 8
Gd 7.50 -11.22 18.41
C 9.17 -14.27 19.20
C 9.16 -13.26 18.08
C 8.19 -13.34 17.00
C 7.33 -14.58 16.80
C 8.22 -12.29 15.99
C 7.48 -12.43 14.67
C 9.11 -11.18 16.13
C 9.08 -10.09 15.08
C 10.13 -11.18 17.15
C 11.14 -10.05 17.22
C 10.19 -12.27 18.10
C 11.38 -12.33 19.07
H 9.79 -15.15 18.96
H 8.15 -14.65 19.41
H 9.56 -13.85 20.13
H 6.34 -14.32 16.40
H 7.23 -15.11 17.77
H 7.84 -15.29 16.12
H 8.16 -12.43 13.80
H 6.73 -11.62 14.57
H 6.95 -13.42 14.64
H 8.05 -9.83 14.89
H 9.59 -10.39 14.14
H 9.58 -9.16 15.41
H 11.95 -10.18 16.43
H 11.59 -10.00 18.18
H 10.62 -9.07 17.04
H 11.87 -13.31 19.09
H 11.00 -12.07 20.08
H 12.13 -11.58 18.76
C 0.01 -8.99 14.47
C 1.34 -9.27 15.16
C 1.75 -10.58 15.42
C 2.94 -10.89 16.09
C 3.26 -12.37 16.17
C 3.73 -9.86 16.61
C 3.36 -8.52 16.37
C 4.18 -7.31 16.79
C 2.17 -8.26 15.68
C 5.02 -10.26 17.30
O 5.01 -11.33 18.05
O 6.07 -9.52 17.05
H -0.22 -9.75 13.74
H 0.03 -8.01 13.95
H -0.83 -9.02 15.21
H 1.14 -11.42 15.08
H 2.43 -12.90 15.67
H 3.33 -12.78 17.21
H 4.20 -12.65 15.66
H 5.12 -7.28 16.23
H 4.42 -7.43 17.83
H 3.59 -6.42 16.61
H 1.86 -7.24 15.51
N 8.19 -10.51 20.34
P 8.57 -9.63 21.56
C 10.02 -10.32 22.38
C 9.83 -11.50 23.07
C 10.88 -12.10 23.79
C 12.15 -11.58 23.64
C 12.37 -10.42 22.93
C 11.30 -9.77 22.28
C 7.43 -9.15 22.84
C 7.83 -9.06 24.19
C 6.89 -8.70 25.17
C 5.55 -8.57 24.85
C 5.18 -8.59 23.48
C 6.11 -8.90 22.53
C 9.08 -8.00 20.96
C 9.44 -6.89 21.78
C 9.60 -5.62 21.21
C 9.44 -5.49 19.82
C 9.19 -6.56 19.01
C 9.01 -7.83 19.59
H 8.81 -11.91 23.16
H 10.68 -12.97 24.43
H 12.97 -12.04 24.22
H 13.38 -10.00 22.87
H 11.49 -8.83 21.75
H 8.87 -9.21 24.51
H 7.22 -8.53 26.19
H 4.79 -8.35 25.61
H 4.15 -8.33 23.23
H 5.83 -9.00 21.47
H 9.46 -6.99 22.88
H 9.79 -4.71 21.82
H 9.49 -4.48 19.33
H 9.01 -6.41 17.94
H 8.79 -8.63 18.92
*
```

Löwdin population analysis, charges in e, atoms 1 to 6: 1.673, -0.033, -0.282, -0.258, -0.019, -0.247

=====

[2]
Below is a structure of composition H2N2O4S in a non-equilibrium geometry, with properties calculated with ωB97M-V/def2-TZVPD.

Gap between HOMO and LUMO in eV: 10.93
HOMO energy in eV: -10.6

The geometry in ORCA input format:
```
! wB97M-V def2-TZVPD RIJCOSX def2/J DEFGRID3
* xyz 0 1
N 0.15 -0.57 -1.73
N -0.56 0.04 -0.95
O 1.08 0.49 0.39
O -0.89 1.19 -1.04
O -1.13 -0.60 0.17
O -0.12 -0.05 2.31
S -0.40 0.61 1.11
H 1.71 0.48 1.15
H 0.16 -1.58 -1.42
*
```

Löwdin population analysis, charges in e, atoms 1 to 6: 0.209, -0.597, -0.260, -0.013, -0.155, -0.379

=====

[3]
Below is a structure of composition C26H30GaN4O6S in a non-equilibrium geometry, with properties calculated with ωB97M-V/def2-TZVPD.

Gap between HOMO and LUMO in eV: 8.47
HOMO energy in eV: -12.0

The geometry in ORCA input format:
```
! wB97M-V def2-TZVPD RIJCOSX def2/J DEFGRID3
* xyz 1 1
Ga 11.32 13.25 13.47
O 13.79 10.40 14.03
C 13.21 11.42 14.16
O 12.88 12.29 13.27
C 12.50 11.75 15.48
C 12.89 11.18 16.69
C 12.16 11.37 17.84
C 11.20 12.37 17.89
C 10.61 12.75 19.15
C 9.66 13.76 19.15
C 9.16 14.19 17.92
C 9.71 13.91 16.68
C 10.75 12.93 16.60
N 11.46 12.58 15.40
H 13.79 10.52 16.70
H 12.56 10.97 18.81
H 11.12 12.51 20.01
H 9.23 14.15 20.15
H 8.38 14.94 17.94
H 9.35 14.36 15.82
C 9.98 10.01 7.97
C 10.86 11.27 7.75
C 10.08 12.56 7.80
C 10.29 13.21 9.14
N 9.80 12.40 10.28
C 9.08 12.79 11.31
S 9.38 12.24 12.93
N 8.10 13.65 11.13
C 7.27 14.01 9.93
C 5.93 13.28 9.94
C 5.91 11.79 9.52
C 6.02 10.80 10.73
H 10.36 9.03 7.87
H 9.22 10.20 7.21
H 9.50 10.15 8.88
H 11.22 11.14 6.75
H 11.74 11.35 8.34
H 9.04 12.36 7.51
H 10.58 13.14 7.05
H 9.88 14.24 9.12
H 11.43 13.25 9.43
H 10.45 11.68 10.48
H 7.68 13.99 11.99
H 7.83 13.97 9.01
H 7.07 15.05 10.08
H 5.20 13.85 9.37
H 5.45 13.46 10.90
H 6.65 11.57 8.84
H 4.96 11.53 9.00
H 7.02 10.75 11.07
H 5.65 9.81 10.52
H 5.36 11.15 11.55
O 11.49 15.09 13.83
C 11.62 15.43 12.62
O 11.33 14.54 11.77
C 12.16 16.79 12.33
C 12.02 17.29 11.04
C 12.59 18.56 10.75
C 13.15 19.28 11.78
C 13.25 18.81 13.10
C 12.77 17.53 13.36
N 13.71 20.62 11.49
O 13.50 21.07 10.40
O 14.46 21.10 12.32
H 11.51 16.67 10.32
H 12.60 18.97 9.74
H 13.58 19.47 13.86
H 12.83 17.16 14.35
*
```

Löwdin population analysis, charges in e, atoms 1 to 6: 0.235, 0.169, -0.555, 0.016, -0.135, 0.018

=====

[4]
Below is a cluster of 2 separate species, C9H11O3 in total in a non-equilibrium geometry, with properties calculated with ωB97M-V/def2-TZVPD.

Gap between HOMO and LUMO (alpha / beta) in eV: 1.65 / 5.28
Expectation value of S²: 0.76
HOMO energy (alpha / beta) in eV: 4.5 / 0.8

The geometry in ORCA input format:
```
! wB97M-V def2-TZVPD RIJCOSX def2/J DEFGRID3
* xyz -2 2
C -2.41 2.58 0.83
C -1.17 3.36 0.67
O -0.08 2.79 1.13
O -1.13 4.50 0.21
H -2.49 2.19 1.84
H -2.34 1.70 0.20
H -3.34 3.10 0.63
C 1.70 -4.00 -1.88
C 0.13 -0.64 0.41
C 1.19 -0.44 -0.57
C -0.30 -1.94 0.59
C 1.70 -1.52 -1.24
C 0.18 -3.03 -0.15
C 1.15 -2.82 -1.12
O -0.37 0.43 0.99
H 0.06 1.68 0.95
H 1.46 0.60 -0.70
H -1.13 -2.18 1.25
H 2.55 -1.46 -1.90
H -0.06 -4.06 0.04
H 1.10 -4.92 -1.73
H 2.76 -4.25 -1.65
H 1.64 -3.99 -2.98
*
```

Löwdin population analysis, charges in e, atoms 1 to 6: -0.036, -0.670, -0.024, -0.024, 0.077, 0.084

=====

[5]
Below is an isolated molecule of C11H15NO5, with properties calculated with ωB97M-V/def2-TZVPD.

Gap between HOMO and LUMO in eV: 8.85
HOMO energy in eV: -8.1

The geometry in ORCA input format:
```
! wB97M-V def2-TZVPD RIJCOSX def2/J DEFGRID3
* xyz 0 1
C -3.22 -2.18 1.31
O -2.29 -1.12 1.27
C -2.29 -0.31 0.18
C -3.11 -0.45 -0.92
C -3.01 0.44 -1.99
C -2.10 1.47 -1.95
C -1.27 1.63 -0.85
C -1.36 0.75 0.22
O -0.62 0.82 1.37
C 0.50 1.66 1.43
C 1.69 1.13 0.60
O 2.73 2.05 0.75
C 2.05 -0.29 1.08
O 2.50 -1.15 0.03
C 3.67 -0.86 -0.56
N 3.98 -1.79 -1.48
O 4.36 0.10 -0.30
H -4.25 -1.82 1.27
H -3.05 -2.68 2.27
H -3.05 -2.89 0.50
H -3.83 -1.25 -0.97
H -3.66 0.31 -2.84
H -2.02 2.16 -2.77
H -0.57 2.44 -0.83
H 0.28 2.69 1.11
H 0.80 1.69 2.48
H 1.38 1.05 -0.46
H 3.54 1.64 0.39
H 2.83 -0.21 1.85
H 1.17 -0.78 1.48
H 4.84 -1.70 -2.00
H 3.37 -2.57 -1.64
*
```

Löwdin population analysis, charges in e, atoms 1 to 6: -0.087, -0.069, -0.201, -0.025, -0.098, -0.094

=====

[6]
Below is a cluster of 2 separate species, C4H12 in total in a non-equilibrium geometry, with properties calculated with ωB97M-V/def2-TZVPD.

Gap between HOMO and LUMO in eV: 12.65
HOMO energy in eV: -11.5

The geometry in ORCA input format:
```
! wB97M-V def2-TZVPD RIJCOSX def2/J DEFGRID3
* xyz 0 1
C -2.19 0.01 0.07
C -1.93 -0.07 -1.46
H -1.75 -0.73 0.73
H -1.87 0.99 0.42
H -3.28 0.06 0.19
H -0.94 -0.52 -1.63
H -2.58 -0.84 -1.86
H -1.85 0.91 -1.88
C 1.55 0.36 0.23
C 2.57 -0.27 1.15
H 1.35 -0.21 -0.69
H 0.61 0.44 0.77
H 1.89 1.30 -0.22
H 2.57 0.18 2.14
H 3.55 -0.31 0.64
H 2.40 -1.34 1.29
*
```

Löwdin population analysis, charges in e, atoms 1 to 6: -0.178, -0.157, 0.056, 0.054, 0.056, 0.044

=====

[7]
Below is a structure of composition C21H33CaFN7O2S2 in a non-equilibrium geometry, with properties calculated with ωB97M-V/def2-TZVPD.

Gap between HOMO and LUMO in eV: 6.37
HOMO energy in eV: -9.1

The geometry in ORCA input format:
```
! wB97M-V def2-TZVPD RIJCOSX def2/J DEFGRID3
* xyz 1 1
Ca 12.11 11.76 10.96
N 8.58 12.71 9.35
C 8.54 11.44 9.81
N 7.34 10.87 9.81
C 7.31 9.62 10.23
N 6.15 9.02 10.32
N 8.41 8.88 10.57
C 9.53 9.56 10.46
N 9.70 10.84 10.17
C 10.75 8.74 10.77
C 10.66 7.37 10.57
C 11.77 6.57 10.72
C 12.98 7.17 10.98
C 12.99 8.56 11.08
N 11.91 9.34 10.97
H 7.74 13.06 8.95
H 9.49 13.06 8.96
H 5.40 9.50 9.86
H 6.26 8.02 10.37
H 9.69 6.93 10.39
H 11.75 5.48 10.70
H 13.91 6.63 11.06
H 13.96 9.07 11.32
F 10.10 12.74 5.72
C 11.11 12.54 6.63
C 11.78 13.66 7.05
C 12.82 13.51 7.97
C 13.20 12.26 8.53
C 14.15 12.09 9.63
C 12.44 11.16 8.06
C 11.45 11.27 7.10
H 11.42 14.67 6.77
H 13.42 14.38 8.29
H 14.79 12.95 9.75
H 14.74 11.22 9.48
H 12.80 10.22 8.49
H 10.91 10.39 6.76
C 10.83 15.69 10.08
S 10.93 15.12 11.74
C 12.59 15.54 12.11
O 11.02 13.61 11.47
H 11.10 16.77 10.00
H 9.77 15.67 9.79
H 11.50 15.10 9.54
H 12.62 16.62 12.22
H 13.29 15.15 11.37
H 12.84 15.06 13.07
C 5.32 17.54 9.97
C 5.61 17.60 11.48
S 7.00 16.54 11.82
O 8.15 17.24 11.16
C 7.09 16.72 13.56
C 6.19 15.75 14.35
H 4.44 18.17 9.76
H 5.15 16.48 9.76
H 6.18 17.97 9.44
H 4.86 17.17 12.13
H 5.85 18.57 11.94
H 6.91 17.77 13.83
H 8.14 16.52 13.73
H 5.09 15.86 14.18
H 6.37 15.97 15.41
H 6.45 14.69 14.18
N 11.64 11.05 13.36
H 11.51 11.77 14.05
H 12.14 10.27 13.81
H 10.68 10.77 13.16
*
```

Löwdin population analysis, charges in e, atoms 1 to 6: 1.298, 0.192, -0.416, 0.184, -0.466, 0.187

=====

[8]
Below is a cluster of 3 separate species, C5H14ClN2Si in total in a non-equilibrium geometry, with properties calculated with ωB97M-V/def2-TZVPD.

Gap between HOMO and LUMO (alpha / beta) in eV: 8.17 / 6.67
Expectation value of S²: 2.01
HOMO energy (alpha / beta) in eV: -11.4 / -12.3

The geometry in ORCA input format:
```
! wB97M-V def2-TZVPD RIJCOSX def2/J DEFGRID3
* xyz 1 3
C 1.66 -0.40 0.66
C 1.17 0.42 -1.80
C 2.04 1.58 -2.07
C -3.06 1.12 2.63
C -2.65 0.89 1.40
N -0.91 -1.88 2.16
N 1.67 -0.88 -2.28
Si 0.19 -1.33 1.00
Cl -0.21 -2.60 -0.60
H 1.83 0.56 1.15
H 2.03 1.84 -3.14
H 1.67 2.45 -1.54
H 3.07 1.40 -1.77
H 0.10 0.53 -1.91
H -3.65 0.41 3.19
H -2.83 2.04 3.14
H -2.89 -0.02 0.87
H -2.07 1.62 0.85
H -1.01 -1.46 3.07
H -1.52 -2.68 2.04
H 1.07 -1.63 -1.83
H 2.62 -1.01 -1.93
H 1.67 -0.97 -3.30
*
```

Löwdin population analysis, charges in e, atoms 1 to 6: -0.160, -0.213, -0.082, -0.063, -0.113, -0.084

=====

[9]
Below is a structure of composition C6H6 in a non-equilibrium geometry, with properties calculated with ωB97M-V/def2-TZVPD.

Gap between HOMO and LUMO in eV: 9.47
HOMO energy in eV: -9.0

The geometry in ORCA input format:
```
! wB97M-V def2-TZVPD RIJCOSX def2/J DEFGRID3
* xyz 0 1
C 3.52 0.21 0.05
C 2.38 -0.40 0.08
C 1.40 0.85 -0.09
C 1.20 -1.26 -0.05
C 0.38 -0.19 -0.10
C -1.13 -0.26 0.11
H 1.23 1.49 0.78
H 1.42 1.42 -1.15
H 1.16 -2.38 -0.05
H -1.46 -0.91 0.84
H -1.78 -0.41 -0.80
H -1.59 0.77 0.36
*
```

Löwdin population analysis, charges in e, atoms 1 to 6: 0.194, -0.370, -0.135, 0.003, -0.296, -0.037

=====

[10]
Below is an isolated molecule of C4H10O2 in a non-equilibrium geometry, with properties calculated with ωB97M-V/def2-TZVPD.

Gap between HOMO and LUMO in eV: 11.22
HOMO energy in eV: -10.3

The geometry in ORCA input format:
```
! wB97M-V def2-TZVPD RIJCOSX def2/J DEFGRID3
* xyz 0 1
C -1.15 -0.18 1.23
C -0.03 0.10 0.07
C -0.74 0.54 -1.21
C 0.81 -1.16 -0.12
O 0.64 1.14 0.71
O 1.77 1.50 -0.30
H -1.78 -1.00 0.88
H -0.66 -0.47 2.17
H -1.77 0.70 1.41
H -1.41 -0.24 -1.58
H -1.31 1.46 -1.04
H 0.00 0.76 -1.99
H 1.38 -1.38 0.79
H 1.55 -1.02 -0.92
H 0.19 -2.02 -0.37
H 2.51 1.27 0.28
*
```

Löwdin population analysis, charges in e, atoms 1 to 6: -0.007, -0.639, -0.038, -0.043, -0.088, -0.024

=====

[11]
Below is a structure of composition C10H17NO6 in a non-equilibrium geometry, with properties calculated with ωB97M-V/def2-TZVPD.

Gap between HOMO and LUMO (alpha / beta) in eV: 6.33 / 6.32
HOMO energy (alpha / beta) in eV: -9.2 / -9.2

The geometry in ORCA input format:
```
! wB97M-V def2-TZVPD RIJCOSX def2/J DEFGRID3
* xyz 0 1
N -0.21 0.14 1.31
O -0.61 -1.04 1.21
O -1.17 1.11 1.50
O 0.97 0.54 1.24
C -6.76 6.57 2.87
C -5.75 5.56 3.33
C -6.05 4.26 3.45
C -5.07 3.20 3.87
C -3.78 3.70 4.55
C -3.29 4.96 3.83
C -4.34 6.05 3.58
O -3.98 6.81 2.39
C -2.69 2.61 4.64
C -1.46 3.15 5.35
C -3.24 1.43 5.43
O -2.37 2.24 3.25
O -1.37 1.22 3.23
H -6.37 7.58 2.96
H -7.04 6.42 1.81
H -7.68 6.50 3.46
H -7.07 3.94 3.21
H -5.61 2.52 4.55
H -4.71 2.61 3.01
H -4.10 4.01 5.56
H -2.44 5.42 4.36
H -2.95 4.58 2.86
H -4.41 6.74 4.45
H -3.08 7.15 2.50
H -1.67 3.54 6.36
H -0.71 2.35 5.49
H -1.05 4.03 4.82
H -3.55 1.70 6.45
H -4.16 1.04 4.97
H -2.46 0.65 5.55
*
```

Löwdin population analysis, charges in e, atoms 1 to 6: -0.396, 0.102, 0.076, 0.102, -0.056, -0.243

=====

[12]
Below is a structure of composition C12H30F2K2LiN4O4 in a non-equilibrium geometry, with properties calculated with ωB97M-V/def2-TZVPD.

Gap between HOMO and LUMO in eV: 2.92
HOMO energy in eV: -6.8

The geometry in ORCA input format:
```
! wB97M-V def2-TZVPD RIJCOSX def2/J DEFGRID3
* xyz 1 1
N 4.54 -3.50 -0.94
C 4.00 -2.95 0.05
C 3.01 -1.86 -0.21
N 3.67 -0.56 0.01
C 4.65 -0.35 -1.09
C 6.07 -0.22 -0.53
F 6.03 -0.49 0.80
C 2.86 0.50 0.23
N 3.40 1.72 0.36
N 1.54 0.38 0.29
C 0.65 1.49 0.53
C -0.79 1.19 0.20
C -1.00 0.37 -1.06
C -2.43 0.37 -1.51
O -3.30 -0.38 -0.64
H 5.19 -4.20 -0.61
H 4.20 -3.20 1.08
H 2.61 -1.95 -1.21
H 2.17 -2.01 0.46
H 4.40 0.56 -1.62
H 4.59 -1.18 -1.77
H 6.73 -0.89 -1.08
H 6.43 0.81 -0.63
H 4.40 1.63 0.45
H 3.13 2.28 1.22
H 1.13 -0.53 0.18
H 0.73 1.68 1.59
H 1.01 2.36 0.02
H -1.29 0.73 1.04
H -1.30 2.13 0.05
H -0.33 0.65 -1.86
H -0.76 -0.67 -0.83
H -2.77 1.39 -1.57
H -2.50 -0.10 -2.48
H -2.93 -0.33 0.26
C -7.53 0.72 0.23
C -7.69 0.29 -1.26
C -6.39 -0.44 -1.63
O -7.85 1.36 -2.04
H -6.68 1.40 0.34
H -8.43 1.22 0.57
H -7.36 -0.15 0.90
H -8.49 -0.49 -1.27
H -5.51 0.22 -1.55
H -6.43 -0.81 -2.66
H -6.21 -1.29 -0.99
O 3.02 2.86 2.39
H 3.78 3.41 2.56
K -4.75 -1.66 -0.86
F 5.98 -2.89 1.79
O -2.41 -0.16 3.03
H -3.13 0.05 3.63
H -1.74 -0.57 3.59
K 8.46 -0.59 0.69
Li 1.61 2.65 3.39
*
```

Löwdin population analysis, charges in e, atoms 1 to 6: 0.120, -0.251, -0.142, -0.006, -0.082, -0.272